(w)
{
  "formula": "C3H7NO",
  "method": "ωB97M-V with the def2-TZVPD basis set",
  "elements": ["O", "C", "H", "H", "H", "C", "H", "N", "H", "H", "C", "H"],
  "coordinates": [[-0.63945, -0.00407, 0.20005], [0.87823, -0.06958, -0.59819], [-1.87526, -1.32880, -0.77189], [-1.09728, -1.96672, 0.70727], [1.35610, -0.90670, -0.08612], [-1.53296, -1.07195, 0.24167], [1.92798, 1.78894, -0.93089], [0.87946, 1.91662, 0.79378], [0.42411, 1.35232, 1.51022], [-2.41485, -0.76154, 0.80835], [1.33626, 1.24615, -0.19600], [0.75767, -0.19465, -1.67824]],
  "homo_ev": -9.61,
  "smiles": "[H]/N=C\\COC"
}

***

(x)
{
  "formula": "C3H7NO",
  "method": "ωB97M-V with the def2-TZVPD basis set",
  "elements": ["N", "H", "C", "H", "H", "H", "H", "H", "C", "O", "C", "H"],
  "coordinates": [[0.78676, -0.03290, -1.24065], [1.80071, -0.01572, -1.31460], [-1.81967, 0.03151, -0.69879], [1.10158, -0.88361, 1.84555], [1.07794, 0.88094, 1.78520], [-1.50759, -0.51124, -1.59226], [-2.75380, -0.37173, -0.30380], [-1.94490, 1.08996, -0.95115], [1.30936, -0.01990, 1.20763], [-0.85800, -0.09851, 0.34206], [0.43922, -0.05809, -0.02040], [2.36838, -0.01072, 0.94120]],
  "homo_ev": -10.00,
  "smiles": "[H]/N=C(\\C)OC"
}

***

(y)
{
  "formula": "C3H7NO",
  "method": "ωB97M-V with the def2-TZVPD basis set",
  "elements": ["O", "H", "H", "H", "H", "C", "N", "H", "C", "C", "H", "H"],
  "coordinates": [[0.27811, 2.22159, -1.84497], [1.48853, 0.76636, -0.34376], [0.61899, -0.69553, -0.99521], [-1.22688, 0.92988, -1.74998], [-1.15296, 0.40048, 0.89354], [-0.23334, 1.23009, -1.38665], [-0.38535, -1.55364, 0.88413], [0.44467, 0.19280, 1.64002], [-0.18093, -0.07667, 0.78828], [0.53000, 0.29106, -0.53474], [-0.72362, -1.75317, 1.81770], [0.54278, -1.95326, 0.83165]],
  "homo_ev": -9.74,
  "smiles": "NCCC=O"
}

***

(z)
{
  "formula": "C3H7NO",
  "method": "ωB97M-V with the def2-TZVPD basis set",
  "elements": ["H", "H", "C", "H", "H", "H", "H", "C", "H", "O", "N", "C"],
  "coordinates": [[2.88779, 0.34815, -0.76173], [-2.16393, -0.00998, -0.80570], [-1.92544, 0.37544, 0.18260], [0.83526, 0.26041, 0.26595], [-1.27275, 1.95142, 1.06891], [3.08696, -1.49428, -0.59390], [-2.85363, 0.65401, 0.70305], [2.47505, -0.61718, -0.51598], [-1.51222, -0.49853, 0.71976], [0.37044, -1.71121, -0.19598], [-1.05746, 1.49196, 0.17297], [1.12994, -0.75019, -0.23994]],
  "homo_ev": -7.88
}

***

Last place for stability: (z)

***

(w)
{
  "formula": "C6H7NO4",
  "method": "ωB97M-V with the def2-TZVPD basis set",
  "elements": ["O", "O", "H", "H", "H", "C", "C", "C", "C", "H", "C", "H", "H", "O", "N", "H", "C", "O"],
  "coordinates": [[-0.10047, 0.87594, 0.56594], [0.69057, 0.36238, -0.88193], [-1.13623, 2.38303, 1.34008], [1.81851, -3.08752, 1.79195], [-0.13339, 2.73289, 0.00810], [-2.06473, 1.82566, -0.41242], [-0.19167, -1.96509, -1.14502], [-0.86665, 2.09098, 0.37022], [1.97506, -1.71189, 0.47884], [-3.08757, 1.94322, 0.10676], [2.80431, -0.71745, 1.03437], [0.19217, -2.92015, -0.83095], [-2.24778, 2.66529, -1.20305], [1.64690, -2.87758, 0.88396], [3.37614, 0.24687, 1.33019], [-1.97981, 0.83503, -0.86278], [0.64631, -0.80727, -1.06227], [-1.34166, -1.87434, -1.51198]],
  "homo_ev": [-8.11, -8.11]
}

***

(x)
{
  "formula": "C6H7NO4",
  "method": "ωB97M-V with the def2-TZVPD basis set",
  "elements": ["H", "H", "O", "H", "O", "H", "N", "H", "C", "O", "C", "C", "C", "O", "C", "C", "H", "H"],
  "coordinates": [[-1.09272, -2.24218, 0.91278], [1.54676, -2.23380, -0.26659], [-1.90637, -0.89006, -0.45265], [-2.68034, -2.68783, 0.17085], [-1.33767, 2.47319, 0.12337], [0.83132, 1.78183, -0.60801], [2.60948, 0.88146, 0.09552], [3.82964, -0.84102, 0.59677], [-1.69121, -2.23616, -0.00984], [0.83917, -0.28494, -0.57318], [1.79602, -1.17807, -0.18294], [2.87241, -0.48018, 0.22038], [1.41075, 0.92110, -0.36868], [-0.72461, -0.03382, 1.28997], [-1.36849, 0.09238, 0.28941], [-1.71380, 1.43657, -0.36067], [-1.17646, -2.77452, -0.81287], [-2.32284, 1.37852, -1.28756]],
  "homo_ev": -9.53,
  "smiles": "COC(=O)C=O.c1cocn1"
}

***

Last place for stability: (w)

***

(w)
{
  "formula": "C4H12N3O",
  "method": "ωB97M-V with the def2-TZVPD basis set",
  "elements": ["H", "C", "C", "H", "N", "N", "C", "H", "H", "H", "C", "H", "H", "H", "H", "H", "H", "N", "H", "O"],
  "coordinates": [[-0.97192, -2.76209, -2.25883], [-1.37148, -1.82248, -2.62951], [-1.18663, 0.01649, -1.10106], [0.95604, -1.33585, 3.05853], [0.28469, 0.46210, 2.15498], [-1.79667, -1.04503, -1.42000], [0.70951, 1.63947, 1.38618], [-0.35852, -0.01235, 1.56318], [-0.51625, -1.26560, -3.02118], [0.57757, 1.05160, -0.86196], [1.34142, -0.53496, 2.41088], [1.43861, 2.15345, 2.06629], [1.76686, -0.98844, 1.50015], [2.20296, -0.09853, 2.94762], [-0.60207, 1.59711, -2.08721], [-0.08597, 2.33330, 1.22725], [-1.38705, 0.50177, -0.03406], [-0.20349, 0.75081, -1.69738], [-2.16260, -1.90032, -3.38089], [1.36499, 1.25955, 0.17702]],
  "homo_ev": -3.61,
  "total_charge": -1
}

***

(x)
{
  "formula": "C4H12N3O",
  "method": "ωB97M-V with the def2-TZVPD basis set",
  "elements": ["H", "H", "H", "N", "H", "H", "H", "O", "N", "C", "C", "C", "H", "H", "N", "H", "H", "H", "H", "C"],
  "coordinates": [[1.35481, -0.63917, 3.88178], [-0.94564, 2.41077, 1.07424], [0.46006, 0.46330, -4.61779], [-1.17010, 1.41419, 1.15077], [-0.02126, -1.47570, 4.33790], [0.68733, 0.98741, -2.06483], [-0.85231, 1.64743, 3.26373], [-0.02968, -0.42523, -0.30792], [0.34873, -0.61397, 3.93343], [0.08300, 0.21686, -2.55124], [0.15817, -0.97013, -1.54709], [-0.31248, -0.30157, 2.70190], [-0.88043, 0.54884, -2.74816], [1.60415, -0.48250, -3.86498], [0.61632, -0.26829, -3.87059], [-0.22537, -1.05574, 1.86855], [1.15790, -1.46834, -1.70209], [-0.63592, 0.85972, 0.43751], [-0.55576, -1.77240, -1.81624], [-0.84152, 0.92452, 2.44111]],
  "homo_ev": -3.01,
  "total_charge": -1
}

***

Last place for stability: (x)